ORCA calculation (wB97M-V/def2-TZVPD) on C8H11FN2 in the gas phase in a non-equilibrium geometry.

Calculated values
Kohn-Sham gap (spin up / spin down)	8.57 / 8.57	eV
highest occupied orbital energy (spin up / spin down)	-8.944 / -8.945	eV
E_tot	-520.55543	a.u.
F_max	4.6	eV/Å

```
22
Properties=species:S:1:pos:R:3:forces:R:3
C -3.8302 1.5922 0.9588 1.5 -1.8 -1.3
C -3.3105 0.7070 0.3015 -2.5 2.0 1.7
C -2.7929 -0.4217 -0.2306 4.2 -0.7 -1.9
N -2.5487 -1.3324 -1.0501 -1.0 0.0 0.0
N -1.3666 -0.9598 -0.2180 0.7 -1.0 1.0
C -0.1480 -0.5733 -0.9706 0.1 -1.3 -2.9
F -0.4679 0.4413 -1.9214 0.3 -0.2 0.7
C 1.0900 -0.1919 -0.0712 -2.5 1.7 -1.4
C 2.3046 0.3976 -0.9115 -2.2 1.2 3.1
C 1.3143 -1.4569 0.7245 -0.9 1.5 0.4
C 0.5003 1.0063 0.7255 3.0 0.4 -1.2
H -4.0228 2.3557 1.6423 -0.5 0.8 0.4
H 0.1903 -1.4997 -1.6707 -1.2 1.8 1.6
H 2.8599 -0.4433 -1.1527 1.4 -1.1 -1.5
H 2.9072 1.0332 -0.1424 -0.9 -1.0 -1.6
H 1.8025 1.0262 -1.6762 1.1 -0.5 0.1
H 0.5669 -1.7769 1.4166 -1.2 0.1 -0.1
H 1.6228 -2.2703 0.1796 0.1 -2.0 -2.1
H 2.1110 -1.3983 1.3450 3.0 1.0 2.2
H 0.3236 1.9579 0.1549 0.3 -1.2 0.2
H 1.2585 1.1783 1.4709 -0.1 0.5 0.8
H -0.3642 0.6289 1.0959 -2.7 -0.5 1.8
```
Positions in Å, forces in eV/Å.